Model P:
One molecule with the formula C5H8NO2P, computed with ωB97M-V/def2-TZVPD.

Last column: Löwdin charge in e.
Cartesian coordinates (Å):
C  2.801  0.214  -0.288  -0.637
C  -2.296  -0.523  -0.850  -0.372
C  1.132  1.607  0.812  -0.204
C  -0.014  1.138  -0.106  -0.399
C  2.158  -2.079  0.353  0.022
N  2.004  -0.893  -0.119  0.087
O  3.877  0.161  -0.852  0.098
O  2.403  1.370  0.134  0.029
P  -1.162  0.068  0.528  0.901
H  -3.235  0.005  -1.038  0.024
H  -1.779  -0.467  -1.818  0.024
H  1.164  2.617  1.206  0.125
H  1.105  0.964  1.596  0.048
H  -0.114  1.420  -1.148  0.055
H  -2.535  -1.578  -0.704  0.012
H  2.903  -2.401  1.175  0.107
H  1.348  -2.851  0.277  0.080

As for the structure (SMILES): C=NC(=O)OC/C=P/C. The frontier orbital gap is 9.128 eV. As for the multiplicity: 1. The LUMO energy is -0.1 eV.

Model Q:
One molecule with the formula C5H8NO2P, computed with ωB97M-V/def2-TZVPD.

Last column: Löwdin charge in e.
Cartesian coordinates (Å):
C  -2.104  0.439  -0.012  -0.052
C  -2.064  -0.957  0.057  -0.050
C  -0.830  0.897  -0.259  -0.403
C  -0.762  -1.336  -0.168  -0.365
C  2.435  0.222  0.796  -0.323
N  -0.002  -0.164  -0.376  -0.249
O  -0.390  2.187  -0.472  0.027
O  0.055  -2.419  -0.372  0.010
P  1.635  -0.051  -0.905  0.916
H  -3.019  0.959  0.207  0.102
H  -2.814  -1.718  0.178  0.103
H  2.616  -0.765  1.228  0.007
H  1.537  0.818  1.348  0.087
H  3.341  0.758  0.433  0.018
H  -0.997  2.644  -0.982  0.070
H  -0.086  -2.927  0.440  0.114
H  1.449  1.414  -1.139  -0.013

As for the structure (SMILES): CPn1c(O)ccc1O. The frontier orbital gap is 8.379 eV. As for the multiplicity: 1. The LUMO energy is 0.7 eV.

Relative to the most stable one, in kcal/mol, the structures come out at model P 24.8; model Q 0.0.

Model P:
A 2-piece molecular cluster, C2H8OS overall, computed with ωB97M-V/def2-TZVPD.

Last column: Löwdin charge in e.
Cartesian coordinates (Å):
C  -1.721  -0.662  -1.184  -0.484
S  -0.305  -1.579  -1.868  0.606
H  0.015  -0.646  -2.770  -0.164
H  -2.307  -0.234  -1.988  0.023
H  -1.384  0.138  -0.538  0.006
H  -2.344  -1.348  -0.620  0.024
C  1.334  0.671  1.133  -0.170
O  0.892  1.205  2.380  -0.132
H  1.462  0.815  3.069  0.082
H  0.813  1.197  0.333  0.072
H  2.397  0.838  0.978  0.073
H  1.146  -0.395  1.074  0.064

As for the structure (SMILES): CO.CS. The frontier orbital gap is 10.017 eV. As for the multiplicity: 1. The LUMO energy is 0.9 eV.

Model Q:
A 2-piece molecular cluster, C2H8OS overall, computed with ωB97M-V/def2-TZVPD.

Last column: Löwdin charge in e.
Cartesian coordinates (Å):
C  -1.666  -0.983  1.847  -0.159
C  -0.677  0.206  1.414  -0.657
S  0.504  -0.287  0.180  0.653
H  -1.040  -1.903  1.614  0.065
H  -2.652  -0.945  1.360  0.059
H  -1.934  -0.936  2.907  0.054
H  -1.187  1.164  1.299  0.056
H  0.080  0.314  2.257  0.060
H  1.581  0.500  0.488  -0.131
H  2.387  1.672  -4.288  0.008
H  1.890  0.402  -4.694  0.037
O  2.713  0.797  -4.383  -0.046

As for the structure (SMILES): CCS.O. The frontier orbital gap is 9.776 eV. As for the multiplicity: 1. The LUMO energy is 0.8 eV.

Relative to the most stable one, in kcal/mol, the structures come out at model P 0.0; model Q 1.9.

Model P:
A 2-piece molecular cluster, C2H8OS overall, computed with ωB97M-V/def2-TZVPD.

Last column: Löwdin charge in e.
Cartesian coordinates (Å):
C  1.793  1.682  1.149  -0.465
S  0.520  1.697  -0.154  0.639
H  2.608  2.304  0.797  0.023
H  1.379  2.045  2.077  0.023
H  2.139  0.665  1.294  0.025
H  -0.398  1.023  0.548  -0.155
C  -1.624  -1.746  -0.863  -0.182
O  -0.263  -1.618  -1.204  -0.132
H  -1.751  -2.537  -0.130  0.074
H  -2.044  -0.846  -0.415  0.065
H  -2.261  -1.983  -1.726  0.077
H  -0.097  -0.686  -1.373  0.009

As for the structure (SMILES): CO.CS. The frontier orbital gap is 10.184 eV. As for the multiplicity: 1. The LUMO energy is 0.8 eV.

Model Q:
A 2-piece molecular cluster, C2H8OS overall, computed with ωB97M-V/def2-TZVPD.

Last column: Löwdin charge in e.
Cartesian coordinates (Å):
C  -0.398  0.421  1.573  -0.406
S  0.953  -0.472  0.755  0.738
C  1.164  0.560  -0.698  -0.433
H  -1.196  0.590  0.862  0.033
H  0.046  1.281  2.047  0.026
H  -0.847  -0.232  2.316  0.033
H  2.125  1.085  -0.692  0.029
H  1.024  0.084  -1.654  0.025
H  0.579  1.467  -0.533  0.038
H  -0.740  -1.683  -0.659  -0.023
H  -1.241  -1.728  -2.092  0.034
O  -1.469  -1.373  -1.226  -0.092

As for the structure (SMILES): CSC.O. The frontier orbital gap is 9.604 eV. As for the multiplicity: 1. The LUMO energy is 0.9 eV.

Relative to the most stable one, in kcal/mol, the structures come out at model P 7.9; model Q 0.0.

Model P:
One molecule with the formula C3H5PS, computed with ωB97M-V/def2-TZVPD.

Last column: Löwdin charge in e.
Cartesian coordinates (Å):
C  0.217  -0.692  0.421  -0.321
C  0.916  0.398  0.076  -0.219
C  1.613  1.455  -0.239  0.006
P  -1.556  -0.807  -0.109  0.247
S  -2.709  0.610  0.440  0.118
H  0.765  -1.460  1.142  0.117
H  2.118  1.346  -1.231  0.084
H  1.769  2.244  0.493  0.070
H  -1.621  -2.068  0.430  -0.044
H  -1.511  -1.025  -1.423  -0.057

As for the structure (SMILES): C=C=C[PH2]=S. The frontier orbital gap is 9.602 eV. As for the multiplicity: 1. The LUMO energy is 0.7 eV.

Model Q:
One molecule with the formula C3H5PS, computed with ωB97M-V/def2-TZVPD.

Last column: Löwdin charge in e.
Cartesian coordinates (Å):
C  0.234  -0.035  0.233  -0.630
C  0.536  0.900  1.473  -0.756
C  -0.431  -0.205  1.458  -0.138
P  -0.682  0.579  -1.282  0.814
S  1.752  0.287  2.569  0.675
H  1.100  -0.603  -0.119  0.082
H  0.279  1.903  1.216  0.077
H  -0.509  -1.082  2.076  0.079
H  -1.600  -0.708  -1.319  -0.035
H  0.209  0.007  -2.092  -0.170

The frontier orbital gap (spin up / spin down) is 7.849 / 7.063 eV. As for the multiplicity: 1. The LUMO energy (spin up / spin down) is -1.0 / -1.6 eV.

Relative to the most stable one, in kcal/mol, the structures come out at model P 0.0; model Q 61.7.

Model P:
C8H13N9O4PdS4 as an isolated structure, computed with ωB97M-V/def2-TZVPD.

Last column: Löwdin charge in e.
Cartesian coordinates (Å):
Pd  0.587  -0.258  -0.478  0.925
N  2.737  2.319  -0.429  0.127
C  3.148  1.164  0.209  -0.479
N  4.338  0.992  0.759  0.000
N  4.285  -0.263  1.258  -0.128
N  3.146  -0.801  1.034  -0.066
N  2.383  0.080  0.354  -0.101
C  1.394  2.619  -0.516  -0.478
N  0.906  3.850  -0.555  0.002
N  -0.426  3.670  -0.627  -0.119
N  -0.718  2.421  -0.636  -0.075
N  0.420  1.708  -0.578  -0.118
H  3.334  3.116  -0.284  0.124
C  -3.883  -2.238  0.748  -0.555
C  -4.383  -0.802  0.875  -0.550
S  -3.174  0.461  0.373  0.848
C  -2.819  1.273  1.943  -0.578
C  -2.040  0.450  2.971  -0.542
S  -0.400  -0.017  2.330  0.828
C  -0.349  -1.808  2.553  -0.547
C  -1.218  -2.647  1.625  -0.534
S  -2.944  -2.877  2.158  0.829
H  -3.268  -2.345  -0.148  0.065
H  -4.742  -2.908  0.639  0.055
H  -4.735  -0.613  1.894  0.065
H  -5.253  -0.693  0.220  0.054
H  -3.742  1.644  2.402  0.066
H  -2.236  2.143  1.638  0.044
H  -2.592  -0.448  3.241  0.024
H  -1.926  1.049  3.881  0.060
H  -0.535  -2.066  3.601  0.064
H  0.698  -2.048  2.342  0.059
H  -0.771  -3.638  1.535  0.073
H  -1.235  -2.229  0.623  0.024
O  0.909  -1.309  -2.870  -0.405
S  0.066  -2.199  -2.078  0.247
O  -0.183  -3.515  -2.609  -0.353
O  0.768  -2.267  -0.666  -0.510
O  -1.183  -1.457  -1.690  -0.447

The frontier orbital gap is 6.665 eV. As for the multiplicity: 1. The LUMO energy is 4.2 eV. As for the charge: -2.

Model Q:
C8H13N9O4PdS4 as an isolated structure, computed with ωB97M-V/def2-TZVPD.

Last column: Löwdin charge in e.
Cartesian coordinates (Å):
Pd  1.029  -0.354  1.438  0.952
N  -0.169  -2.687  3.491  0.128
C  0.308  -3.148  2.283  -0.483
N  0.474  -4.426  1.991  -0.001
N  0.887  -4.419  0.706  -0.122
N  0.975  -3.212  0.264  -0.082
N  0.602  -2.366  1.245  -0.088
C  -0.663  -1.416  3.661  -0.491
N  -1.476  -1.037  4.630  -0.002
N  -1.774  0.246  4.327  -0.129
N  -1.158  0.618  3.258  -0.070
N  -0.444  -0.429  2.798  -0.115
H  -0.311  -3.353  4.226  0.126
C  0.883  2.053  -2.733  -0.523
C  -0.076  2.941  -1.926  -0.534
S  -0.510  2.322  -0.274  0.874
C  -2.245  1.845  -0.481  -0.541
C  -2.572  0.877  -1.612  -0.574
S  -2.018  -0.841  -1.442  0.848
C  -0.230  -0.820  -1.714  -0.585
C  0.249  -0.693  -3.146  -0.537
S  0.077  0.939  -3.925  0.816
H  1.528  1.470  -2.072  0.072
H  1.539  2.695  -3.324  0.057
H  -0.984  3.144  -2.497  0.060
H  0.411  3.904  -1.758  0.058
H  -2.850  2.748  -0.619  0.063
H  -2.503  1.412  0.488  0.060
H  -2.246  1.275  -2.572  0.017
H  -3.660  0.772  -1.666  0.057
H  0.106  -1.786  -1.327  0.030
H  0.232  -0.074  -1.073  -0.010
H  -0.314  -1.365  -3.797  0.058
H  1.300  -0.984  -3.187  0.077
O  4.073  1.895  0.786  -0.352
S  3.216  0.850  1.293  0.259
O  1.894  1.432  1.823  -0.503
O  2.595  -0.002  0.157  -0.487
O  3.826  -0.026  2.281  -0.381

The frontier orbital gap is 6.781 eV. As for the multiplicity: 1. The LUMO energy is 4.2 eV. As for the charge: -2.

Relative to the most stable one, in kcal/mol, the structures come out at model P 12.6; model Q 0.0.

Model P:
One molecule with the formula CH5FN4, computed with ωB97M-V/def2-TZVPD.

Last column: Löwdin charge in e.
Cartesian coordinates (Å):
C  0.071  0.508  -0.917  -0.375
N  -0.553  -0.438  1.467  0.098
N  0.245  1.740  -0.329  0.090
N  -0.171  -1.793  -0.375  0.019
N  -0.082  -0.602  0.011  -0.248
F  0.861  0.324  -1.967  0.080
H  -1.542  -0.159  1.524  0.083
H  0.226  1.563  0.623  0.026
H  1.173  2.190  -0.642  0.135
H  0.476  -1.935  -1.128  0.036
H  -0.703  -1.397  1.733  0.056

The frontier orbital gap (spin up / spin down) is 7.999 / 8.098 eV. As for the multiplicity: 1. The LUMO energy (spin up / spin down) is 0.5 / 0.7 eV.

Model Q:
A 2-piece molecular cluster, CH5FN4 overall, computed with ωB97M-V/def2-TZVPD.

Last column: Löwdin charge in e.
Cartesian coordinates (Å):
C  0.712  -0.394  0.099  -0.646
N  1.850  -0.806  -0.185  0.151
N  -0.230  -1.272  0.474  0.120
N  -1.731  0.894  -0.153  0.046
N  0.408  0.934  -0.198  0.063
F  1.023  1.787  0.695  -0.043
H  2.677  -0.249  -0.396  0.064
H  -0.248  -2.232  0.237  0.092
H  -1.113  -0.929  0.900  0.092
H  -1.866  1.890  -0.364  -0.004
H  -1.483  0.378  -1.109  0.064

The frontier orbital gap (spin up / spin down) is 8.687 / 8.913 eV. As for the multiplicity: 1. The LUMO energy (spin up / spin down) is -0.6 / -0.4 eV.

Relative to the most stable one, in kcal/mol, the structures come out at model P 0.0; model Q 24.6.